No. 1
{"formula": "CHBrF2OS", "method": "ωB97M-V/def2-TZVPD", "symbols": ["H", "Br", "F", "S", "C", "F", "O"], "xyz": [[-1.687, -1.226, -0.926], [-0.378, 2.827, -0.031], [-0.920, -1.523, 0.913], [1.099, 1.492, 0.956], [-0.737, -1.185, -0.356], [0.197, -2.037, -0.863], [2.426, 1.652, 0.307]], "forces_ev_per_a": [[0.564, 0.381, 0.109], [0.101, -0.069, 0.056], [-0.071, 0.425, 0.232], [1.006, 0.126, -0.655], [0.220, -1.802, -0.402], [-0.666, 1.052, 0.110], [-1.153, -0.113, 0.551]], "e_lumo_ev": [-0.545, -1.706], "homo_energy_ha": [-0.347, -0.360], "multiplicity": 1, "gap_ev": [8.89, 8.10], "largest_force_ha_per_bohr": 0.0362, "total_charge": 0}



No. 2
{"formula": "C31H36BBiF4NO2S5Te", "method": "ωB97M-V/def2-TZVPD", "symbols": ["H", "C", "C", "C", "H", "B", "H", "H", "H", "H", "H", "S", "H", "H", "H", "C", "H", "C", "F", "S", "C", "H", "C", "H", "H", "C", "C", "H", "C", "C", "S", "F", "H", "H", "C", "C", "H", "H", "H", "H", "C", "H", "C", "H", "H", "C", "Te", "F", "C", "C", "S", "N", "H", "C", "C", "H", "H", "C", "H", "Bi", "C", "C", "H", "C", "C", "C", "H", "C", "H", "S", "F", "C", "H", "C", "O", "H", "O", "H", "C", "H", "C", "H"], "xyz": [[-1.064, 3.642, 5.327], [-4.092, 3.713, 0.480], [1.865, -5.483, -4.858], [-0.057, -1.590, 4.037], [0.782, 0.377, 4.349], [-3.180, -2.649, 1.500], [3.224, 3.567, 1.694], [2.653, -0.460, -1.948], [0.004, -5.528, -0.247], [2.936, -5.647, -4.991], [-1.504, -2.315, -2.839], [-1.590, 2.640, 0.005], [1.472, -5.094, -5.798], [0.201, 2.446, 5.638], [-1.924, 1.293, 5.862], [-0.600, 2.729, 4.953], [-0.215, -0.225, 5.692], [-0.072, -4.446, -0.347], [-3.540, -1.364, 0.996], [-4.206, 5.930, 4.066], [-3.912, 5.039, 2.734], [0.263, -1.587, 2.995], [2.997, 1.508, 1.186], [0.788, 3.052, -3.136], [-1.031, -2.075, 4.091], [3.642, 0.343, 0.776], [1.083, -2.655, -1.736], [2.000, -0.270, -3.583], [5.746, 1.502, 0.767], [-4.004, 4.181, -2.191], [-5.100, 4.709, 1.507], [-1.748, -2.585, 1.740], [-2.135, -1.755, -1.292], [-1.185, 2.522, -4.540], [0.224, 2.144, -2.969], [5.110, 2.666, 1.173], [5.684, 3.570, 1.330], [-2.930, 4.013, -2.193], [-0.164, 2.931, 3.978], [-3.012, -1.393, -2.774], [-0.122, -0.186, 4.602], [-4.240, 5.208, -1.926], [2.560, -0.934, -2.923], [-4.428, 3.942, -3.165], [3.560, -1.053, -3.341], [-2.016, -1.486, -2.344], [0.414, -1.228, -0.162], [-3.414, -3.622, 0.541], [-1.602, 0.686, -3.521], [1.530, 1.575, 1.487], [-4.792, 3.060, -0.996], [0.720, 0.543, 1.147], [3.083, -0.569, 0.637], [-0.119, 0.109, -1.738], [-1.655, 1.641, 4.860], [0.663, -2.178, 4.607], [1.389, -6.441, -4.657], [5.012, 0.343, 0.565], [-2.559, 2.017, 4.378], [-1.369, 0.552, 1.424], [1.612, -4.506, -3.744], [-1.235, -0.213, -2.522], [-2.470, 0.461, -4.129], [-2.826, 3.514, 0.896], [-0.882, 1.847, -3.750], [1.890, -2.279, -2.814], [5.508, -0.565, 0.247], [3.741, 2.669, 1.380], [-1.134, -4.195, -0.390], [-2.364, 4.315, 2.382], [-3.807, -2.889, 2.702], [2.107, -3.210, -3.823], [0.570, -5.903, -2.499], [0.917, -4.881, -2.604], [1.060, 2.555, 2.067], [6.818, 1.495, 0.614], [-1.275, 0.491, 4.087], [1.454, 1.520, -1.336], [0.598, 1.280, -1.956], [2.692, -2.915, -4.688], [0.658, -3.979, -1.577], [0.340, -3.985, 0.551]], "forces_ev_per_a": [[-0.004, -0.003, 0.028], [-0.047, -0.072, 0.053], [-0.017, 0.079, 0.025], [-0.128, 0.130, 0.057], [-0.035, 0.063, 0.062], [0.560, -0.069, 0.155], [-0.004, -0.026, 0.039], [0.077, 0.079, -0.027], [0.029, 0.012, 0.036], [-0.006, -0.031, -0.017], [-0.018, -0.016, 0.008], [0.044, 0.262, -0.083], [0.011, -0.043, -0.022], [0.012, 0.031, -0.010], [-0.083, -0.056, -0.056], [-0.001, -0.215, 0.000], [-0.024, 0.058, -0.007], [-0.089, 0.073, -0.170], [0.067, 0.229, -0.138], [0.025, 0.034, 0.095], [-0.030, -0.086, -0.082], [0.001, -0.045, -0.030], [0.023, -0.026, -0.015], [-0.004, -0.006, 0.002], [0.034, -0.017, -0.002], [-0.004, 0.152, 0.030], [0.035, -0.395, 0.212], [0.027, 0.045, 0.041], [0.053, -0.018, -0.007], [-0.107, -0.097, 0.236], [0.263, -0.059, -0.010], [-0.175, 0.153, -0.098], [-0.111, -0.041, 0.023], [-0.010, 0.004, 0.008], [0.049, 0.086, 0.031], [-0.021, 0.005, -0.019], [-0.014, 0.007, -0.001], [0.034, 0.020, -0.086], [0.055, 0.061, -0.076], [-0.010, 0.002, 0.010], [0.159, -0.200, 0.106], [0.032, 0.032, -0.091], [-0.053, -0.150, -0.097], [0.028, 0.009, -0.016], [0.010, -0.010, 0.022], [0.089, 0.032, 0.003], [1.076, -0.478, -1.469], [-0.058, 0.042, -0.049], [0.058, 0.014, -0.019], [-0.276, 0.352, 0.093], [-0.014, 0.068, -0.013], [0.124, -0.544, -0.090], [-0.035, -0.087, 0.030], [-0.192, 0.094, 0.123], [-0.145, 0.125, 0.140], [0.049, 0.013, -0.018], [0.018, -0.016, -0.016], [0.026, -0.039, -0.031], [0.017, -0.012, 0.024], [-1.046, 0.312, 1.042], [-0.018, -0.025, -0.016], [0.037, -0.085, 0.092], [-0.006, -0.002, 0.006], [-0.099, -0.051, -0.059], [-0.037, -0.013, -0.048], [-0.045, 0.223, 0.103], [-0.008, -0.007, 0.021], [-0.008, 0.033, -0.037], [-0.029, 0.046, 0.090], [-0.205, 0.023, -0.120], [-0.158, -0.021, -0.004], [-0.053, -0.040, 0.050], [-0.006, -0.001, 0.001], [0.028, 0.019, -0.043], [0.151, -0.188, 0.040], [-0.005, 0.008, -0.018], [0.247, 0.241, -0.323], [-0.018, 0.009, 0.016], [-0.014, -0.001, 0.123], [0.053, 0.003, 0.031], [-0.062, 0.112, 0.127], [-0.068, -0.105, 0.103]], "e_lumo_ev": [-1.908, -2.570], "homo_energy_ha": [-0.298, -0.300], "multiplicity": 2, "gap_ev": [6.21, 5.59], "largest_force_ha_per_bohr": 0.0366, "total_charge": 0}